Below is 2 unconnected molecules or ions with the total composition C5H14N2O2, with properties calculated with ωB97M-V with the def2-TZVPD basis set.

Bonds (Å) are listed after each position.
Cartesian coordinates (Å):
1 C 1.99900 1.49865 0.73312  O2 1.410, H6 1.088, H7 1.094, H8 1.099
2 O 1.88026 0.16020 0.30435  C1 1.410, C3 1.405
3 C 1.71128 0.01504 -1.08244  O2 1.405, N4 1.446, O5 1.372, H9 1.116
4 N 1.51402 -1.40234 -1.28878  C3 1.446, H10 1.011, H11 1.011
5 O 0.64405 0.72414 -1.57163  C3 1.372, H12 0.992
6 H 1.91584 1.47805 1.81821  C1 1.088
7 H 1.20449 2.11874 0.30847  C1 1.094
8 H 2.97360 1.91366 0.44124  C1 1.099
9 H 2.60645 0.42320 -1.60856  C3 1.116
10 H 1.63807 -1.63401 -2.26511  N4 1.011
11 H 2.17016 -1.92959 -0.72861  N4 1.011
12 H -0.15753 0.43296 -1.06465  O5 0.992
13 C -2.45131 0.89500 0.40776  N14 1.440, H17 1.091, H18 1.086, H19 1.097
14 N -1.40354 -0.05461 0.13409  C13 1.440, C15 1.437, C16 1.443
15 C -1.72720 -1.45101 0.02665  N14 1.437, C16 1.478, H20 1.080, H21 1.084
16 C -0.98359 -0.93692 1.19602  N14 1.443, C15 1.478, H22 1.080, H23 1.085
17 H -2.85483 1.25428 -0.54063  C13 1.091
18 H -2.03566 1.74192 0.94508  C13 1.086
19 H -3.26798 0.46506 1.00143  C13 1.097
20 H -1.18952 -1.98712 -0.74131  C15 1.080
21 H -2.75948 -1.75000 0.16563  C15 1.084
22 H 0.08164 -1.10133 1.26581  C16 1.080
23 H -1.50823 -0.87394 2.14387  C16 1.085

Computed properties:
Net charge: 0
Highest occupied orbital energy (eV): -9.32
F_max (eV Å⁻¹): 0.6
LUMO level (eV): 1.06
Relative energy (zero: lowest compared OMol25 entry of this formula, charge and spin) (kcal/mol): 56.6
Frontier orbital gap (eV): 10.38
Spin multiplicity: 1
SMILES: CO[C@@H](N)O.CN1CC1